1.
Below is 2 unconnected molecules or ions with the total composition C5H11N at a distorted geometry, with properties calculated with the ωB97M-V functional and the def2-TZVPD basis.

Output
M, u: 85.150
ΔE to the lowest compared entry with this formula, charge and spin, kJ/mol: 290.2
SMILES: C=CC.C=NC

ORCA input file:
```
! RIJCOSX wB97M-V def2-TZVPD def2/J DEFGRID3
* xyz 0 1
C -0.39 -0.96 -2.43
C 0.70 -1.49 -1.87
C 2.14 -1.09 -2.05
H -1.34 -0.92 -1.92
H -0.13 -0.43 -3.35
H 0.59 -2.23 -1.08
H 2.78 -1.55 -1.30
H 2.44 -1.30 -3.08
H 2.31 -0.02 -1.95
C -2.09 2.09 2.69
N -1.78 0.87 2.55
C -0.38 0.56 2.20
H -2.96 2.31 3.30
H -1.61 2.77 1.98
H -0.18 0.93 1.19
H -0.32 -0.52 2.08
H 0.21 0.94 3.03
*
```

Here are the natural (NBO) charges for atoms 1 to 4, given in e: number 1, C, carries -0.424; number 2, C, carries -0.155; number 3, C, carries -0.665; number 4, H, carries 0.215

=====

2.
Below is a molecular structure, C8H21InO10P2 at a distorted geometry, with properties calculated with the ωB97M-V functional and the def2-TZVPD basis.

Output
M, u: 454.012
ΔE to the lowest compared entry with this formula, charge and spin, kJ/mol: 396.3

ORCA input file:
```
! RIJCOSX wB97M-V def2-TZVPD def2/J DEFGRID3
* xyz 2 1
In 0.15 -0.04 -0.56
C 4.61 -0.75 -2.63
C 3.36 -0.61 -1.84
O 2.83 0.57 -1.71
O 2.86 -1.57 -1.20
H 4.78 -1.79 -2.92
H 5.44 -0.39 -2.02
H 4.69 -0.07 -3.48
C 2.60 -1.10 5.43
O 2.26 -1.12 4.06
P 2.25 0.29 3.30
O 1.65 0.17 1.96
O 1.47 1.32 4.21
C 1.38 2.68 3.83
O 3.76 0.80 3.22
C 4.72 0.18 2.41
H 2.53 -0.18 6.01
H 3.61 -1.49 5.59
H 1.86 -1.67 5.98
H 1.57 3.41 4.62
H 0.38 2.77 3.41
H 1.88 2.97 2.90
H 4.43 -0.45 1.56
H 5.32 -0.44 3.08
H 5.40 0.96 2.08
C -4.21 -2.89 -2.17
O -3.92 -1.87 -3.18
P -3.62 -0.31 -2.79
O -2.36 -0.17 -1.94
O -4.95 0.21 -2.02
C -4.90 1.44 -1.36
O -3.60 0.44 -4.17
C -4.84 0.59 -4.89
H -5.09 -3.42 -2.53
H -4.61 -2.31 -1.33
H -3.38 -3.57 -2.00
H -5.77 1.99 -1.72
H -3.98 1.98 -1.58
H -4.95 1.49 -0.28
H -4.82 -0.10 -5.73
H -5.01 1.59 -5.27
H -5.75 0.44 -4.30
*
```

Here are the natural (NBO) charges for atoms 1 to 4, given in e: number 1, In, carries 1.519; number 2, C, carries -0.646; number 3, C, carries 0.718; number 4, O, carries -0.379

=====

3.
Below is a gas-phase ion, C7H13N2O2 (charge +1) at a distorted geometry, with properties calculated with the ωB97M-V functional and the def2-TZVPD basis.

Output
M, u: 157.193
ΔE to the lowest compared entry with this formula, charge and spin, kJ/mol: 257.4
SMILES: CC(C)N/C=C\C(=O)/[NH+]=C\O

ORCA input file:
```
! RIJCOSX wB97M-V def2-TZVPD def2/J DEFGRID3
* xyz 1 1
C -1.81 0.96 1.03
C -1.55 -0.04 -0.03
C -2.30 -1.40 -0.02
N -0.06 -0.30 0.06
C 0.64 -1.11 -0.92
C 1.97 -1.07 -0.84
C 2.74 -0.19 0.08
O 3.58 -0.67 0.79
N 2.23 1.09 0.34
C 1.04 1.41 -0.12
O 0.95 1.60 -1.40
H -0.98 0.80 1.77
H -1.83 2.04 0.72
H -2.72 0.81 1.73
H -1.64 0.46 -0.99
H -2.63 -1.64 -0.94
H -3.20 -1.30 0.57
H -1.65 -2.04 0.39
H 0.09 -0.50 1.02
H -0.02 -1.70 -1.55
H 2.54 -1.72 -1.44
H 2.63 1.36 1.24
H 0.44 2.18 0.32
H 1.54 0.99 -1.82
*
```

Here are the natural (NBO) charges for atoms 1 to 4, given in e: number 1, C, carries -0.638; number 2, C, carries -0.051; number 3, C, carries -0.608; number 4, N, carries -0.547

=====

4.
Below is 4 unconnected molecules or ions with the total composition C5H21N3O3 at a distorted geometry, with properties calculated with the ωB97M-V functional and the def2-TZVPD basis.

Output
M, u: 171.241
ΔE to the lowest compared entry with this formula, charge and spin, kJ/mol: 140.6
SMILES: NCCCNCCN.O.O.O

ORCA input file:
```
! RIJCOSX wB97M-V def2-TZVPD def2/J DEFGRID3
* xyz 0 1
N 2.33 1.53 -0.88
C 1.45 0.73 -1.75
C 0.94 -0.55 -1.04
C -0.03 -1.27 -1.99
N -1.40 -0.75 -2.00
C -2.34 -1.07 -0.90
C -2.34 0.05 0.20
N -1.86 -0.56 1.44
H 1.90 1.72 0.03
H 3.18 1.02 -0.64
H 0.65 1.39 -2.07
H 1.99 0.60 -2.69
H 0.34 -0.22 -0.20
H 1.64 -1.22 -0.54
H -0.05 -2.33 -1.69
H 0.33 -1.28 -3.03
H -1.33 0.26 -2.03
H -3.32 -1.14 -1.42
H -2.27 -2.10 -0.56
H -1.82 0.91 -0.28
H -3.38 0.37 0.37
H -0.89 -0.38 1.68
H -2.36 -0.22 2.25
O 2.15 1.01 1.89
H 1.73 0.88 2.76
H 2.81 0.32 2.05
O 0.45 -2.16 1.77
H -0.02 -2.91 2.17
H 1.31 -2.13 2.23
O -0.12 2.67 1.57
H 0.17 2.52 0.65
H 0.47 3.33 1.94
*
```

Here are the natural (NBO) charges for atoms 1 to 4, given in e: number 1, N, carries -0.848; number 2, C, carries -0.223; number 3, C, carries -0.446; number 4, C, carries -0.217

=====

5.
Below is a molecular structure, C43H34N3O3OsP2, with properties calculated with the ωB97M-V functional and the def2-TZVPD basis.

Output
M, u: 892.941
ΔE to the lowest compared entry with this formula, charge and spin, kJ/mol: 24.1

ORCA input file:
```
! RIJCOSX wB97M-V def2-TZVPD def2/J DEFGRID3
* xyz 1 1
Os 0.18 0.31 -0.16
C 3.56 -1.35 -1.78
C 3.63 -0.03 -2.50
C 4.89 0.44 -2.87
C 5.05 1.61 -3.59
C 3.94 2.35 -3.98
C 2.68 1.91 -3.61
C 2.51 0.74 -2.87
P 0.84 0.19 -2.44
C -0.30 1.38 -3.20
C -0.27 2.63 -2.58
C -1.11 3.66 -2.96
C -2.01 3.44 -3.99
C -2.06 2.20 -4.61
C -1.22 1.15 -4.24
C -1.38 -0.17 -4.95
C 0.68 -1.51 -2.96
C 1.07 -2.04 -4.19
C 0.90 -3.39 -4.42
C 0.35 -4.20 -3.42
C 0.01 -3.68 -2.19
C 0.20 -2.32 -1.94
C 0.01 -1.74 -0.56
H 4.46 -1.48 -1.18
H 3.51 -2.17 -2.50
H 2.71 -1.44 -1.12
H 5.76 -0.13 -2.58
H 6.04 1.94 -3.86
H 4.05 3.25 -4.55
H 1.82 2.49 -3.92
H 0.44 2.82 -1.77
H -1.06 4.62 -2.46
H -2.68 4.23 -4.30
H -2.78 2.03 -5.40
H -2.26 -0.13 -5.59
H -1.51 -0.99 -4.25
H -0.52 -0.40 -5.58
H 1.50 -1.40 -4.95
H 1.20 -3.82 -5.37
H 0.21 -5.26 -3.61
H -0.38 -4.33 -1.41
H 0.76 -2.16 0.12
H -0.97 -2.00 -0.16
O 3.82 1.40 1.03
C 2.77 0.88 1.29
O 2.04 0.34 0.29
C 2.31 0.73 2.71
C 3.31 0.43 3.63
C 3.01 0.31 4.98
C 1.72 0.52 5.42
C 0.72 0.86 4.52
C 1.00 0.95 3.16
P -0.26 1.44 1.97
C -0.01 3.21 1.64
C -0.96 3.85 0.84
C -0.80 5.19 0.52
C 0.32 5.88 0.98
C 1.27 5.24 1.76
C 1.10 3.90 2.09
C -1.87 1.22 2.73
C -2.53 2.27 3.37
C -3.75 2.05 3.98
C -4.32 0.78 3.95
C -3.66 -0.27 3.32
C -2.44 -0.05 2.71
H 4.32 0.29 3.27
H 3.79 0.06 5.68
H 1.48 0.44 6.47
H -0.29 1.04 4.87
H -1.83 3.32 0.48
H -1.54 5.70 -0.07
H 0.45 6.93 0.73
H 2.14 5.77 2.11
H 1.84 3.41 2.71
H -2.09 3.26 3.39
H -4.27 2.86 4.46
H -5.28 0.61 4.42
H -4.10 -1.26 3.31
H -1.93 -0.86 2.21
O -1.70 0.51 -0.46
N -2.34 -0.08 -1.50
C -3.37 0.60 -1.87
C -3.74 1.85 -1.25
N -4.01 2.84 -0.75
C -4.17 0.08 -2.94
N -4.80 -0.30 -3.82
*
```

Here are the Mulliken charges for atoms 1 to 4, given in e: number 1, Os, carries 3.119; number 2, C, carries -1.376; number 3, C, carries 0.947; number 4, C, carries -0.832

=====

6.
Below is 2 unconnected molecules or ions with the total composition C3H4OS at a distorted geometry, with properties calculated with the ωB97M-V functional and the def2-TZVPD basis.

Output
M, u: 88.131
ΔE to the lowest compared entry with this formula, charge and spin, kJ/mol: 427.0

ORCA input file:
```
! RIJCOSX wB97M-V def2-TZVPD def2/J DEFGRID3
* xyz 0 1
C -2.03 0.85 -0.57
C 0.21 -0.94 0.20
C 1.42 -0.15 0.44
O 0.06 -2.13 0.06
S -3.56 0.98 -1.06
H -1.20 1.62 -0.41
H 1.87 -0.19 -0.51
H 2.06 -0.79 1.02
H 1.18 0.75 0.83
*
```

Here are the natural (NBO) charges for atoms 1 to 4, given in e: number 1, C, carries -0.371; number 2, C, carries 0.565; number 3, C, carries -0.756; number 4, O, carries -0.492

=====

7.
Below is 2 unconnected molecules or ions with the total composition C3H10N at a distorted geometry, with properties calculated with the ωB97M-V functional and the def2-TZVPD basis.

Output
M, u: 60.120
ΔE to the lowest compared entry with this formula, charge and spin, kJ/mol: 336.1

ORCA input file:
```
! RIJCOSX wB97M-V def2-TZVPD def2/J DEFGRID3
* xyz 0 2
N -0.40 -0.67 -2.22
H 0.47 -1.07 -1.84
H -0.21 -0.34 -3.17
H -1.04 -1.47 -2.16
H -0.72 0.11 -1.53
C 0.73 1.31 1.45
C -0.15 0.47 0.58
C -0.09 -0.91 0.85
H 1.60 0.67 1.69
H 0.99 2.26 0.88
H 0.24 1.58 2.40
H -1.00 0.92 0.06
H -1.06 -1.44 1.01
H 0.67 -1.66 0.82
*
```

Here are the natural (NBO) charges for atoms 1 to 4, given in e: number 1, N, carries -0.960; number 2, H, carries 0.456; number 3, H, carries 0.414; number 4, H, carries 0.427

=====

8.
Below is 2 unconnected molecules or ions with the total composition C6H8BrO2 at a distorted geometry, with properties calculated with the ωB97M-V functional and the def2-TZVPD basis.

Output
M, u: 192.032
ΔE to the lowest compared entry with this formula, charge and spin, kJ/mol: 412.7

ORCA input file:
```
! RIJCOSX wB97M-V def2-TZVPD def2/J DEFGRID3
* xyz -1 1
C -2.53 0.46 -0.65
C -1.24 0.94 -0.39
C 1.14 -1.09 -1.02
C 0.50 -0.28 -0.02
C 0.09 -1.14 1.16
C 1.40 1.03 0.31
O -2.37 0.90 0.60
O -3.30 -0.17 -1.31
Br 2.04 -0.36 -2.49
H -0.93 1.90 -0.66
H 0.68 -2.13 -1.19
H -0.29 -2.05 0.98
H -0.70 -0.72 1.85
H 1.02 -1.29 1.82
H 1.49 1.45 -0.73
H 2.28 0.83 0.81
H 0.71 1.71 0.93
*
```

Here are the natural (NBO) charges for atoms 1 to 4, given in e: number 1, C, carries 0.726; number 2, C, carries -0.208; number 3, C, carries -0.600; number 4, C, carries 0.048